No. 1
17
Properties=species:S:1:pos:R:3 method="wB97M-V/def2-TZVPD" e_lumo_ev=-4.232 energy_ev=-17096.0874 orbital_gap_ev=8.5 de_lowest_kcal_mol=67.5 total_charge=+1 homo_energy_ev=-12.7
C -1.6378 -1.4801 1.0892
C 1.7874 2.3798 -0.2007
C -0.2609 -0.0890 -0.3485
N -0.3063 -0.4907 -1.7196
N -0.3066 -1.2820 0.5398
S 1.8187 0.7019 0.4817
H -1.9459 -0.5687 1.5112
H -2.3847 -1.9281 0.5719
H -1.5304 -2.0738 1.9986
H 2.4655 2.6017 -0.9467
H 2.1835 3.0231 0.5996
H 0.7407 2.5358 -0.4291
H -0.9482 0.6820 -0.1110
H -0.5978 0.3050 -2.2770
H 0.6005 -0.9719 -2.0406
H -0.0616 -2.0834 -0.0066
H 0.3839 -1.2615 1.2879



No. 2
17
Properties=species:S:1:pos:R:3 method="wB97M-V/def2-TZVPD" s2=0.750 e_lumo_ev="4.200 / 4.217" energy_ev=-7757.0791 orbital_gap_ev="2.9 / 9.3" de_lowest_kcal_mol=25.6 total_charge=-1 homo_energy_ev="1.3 / -5.1" multiplicity=2
C 1.3422 0.9258 0.7166
N 1.9745 -0.3039 0.2979
C 1.5466 -1.4937 1.0044
H 1.8518 1.4820 1.5142
H 1.2470 1.6259 -0.1306
H 0.3098 0.7728 1.0356
H 2.9803 -0.2330 0.3572
H 0.4612 -1.5341 1.1024
H 1.8416 -1.5243 2.0734
H 1.9907 -2.3825 0.5656
N -1.4347 1.1148 -1.3884
C -2.2697 0.0369 -1.3353
N -3.5532 0.1005 -1.2745
H -0.6534 1.1414 -0.7512
H -1.9592 1.9595 -1.5627
H -1.8206 -0.9505 -1.4399
H -3.8550 -0.7376 -0.7847